No. 1
Formula: C21H56CrF8NO25PS9
Source: the Open Molecules 2025 dataset
Level of theory: ωB97M-V/def2-TZVPD

Geometry as XYZ:
```
122
C21H56CrF8NO25PS9, DFT ωB97M-V/def2-TZVPD
Cr 0.123 -0.814 0.046
P -2.912 -2.671 1.843
F -4.034 -1.926 0.864
F -4.138 -2.977 2.820
F -3.126 -3.992 0.911
F -1.838 -3.437 2.760
F -1.858 -2.208 0.742
F -2.719 -1.256 2.624
N 0.881 -2.608 0.312
S 0.639 -4.092 -0.328
O -0.246 -5.131 0.280
O 1.582 -4.540 -1.354
F -0.421 -3.447 -1.306
S 2.081 -3.473 1.205
O 3.452 -3.547 0.743
O 1.627 -4.471 2.180
F 2.123 -2.150 2.215
O 0.156 -0.481 2.287
S 0.255 -0.241 3.744
O 1.269 0.727 4.310
O -1.284 0.212 4.214
C -1.429 0.926 5.447
C -2.923 1.200 5.755
C 0.467 -1.817 4.728
H -0.838 1.835 5.332
H -1.024 0.311 6.251
H -3.485 1.400 4.842
H -3.073 2.043 6.429
H -3.376 0.409 6.353
H 0.070 -1.685 5.734
H 1.550 -1.942 4.747
H 0.107 -2.693 4.189
O 0.142 1.047 -1.185
S 0.562 1.945 -2.213
O 1.914 2.505 -2.056
O 0.405 1.148 -3.655
C 0.991 1.719 -4.822
C 0.955 0.599 -5.813
C -0.683 3.320 -2.480
H 1.984 2.133 -4.643
H 0.259 2.422 -5.218
H 1.469 -0.297 -5.465
H 1.504 0.911 -6.701
H -0.018 0.398 -6.263
H -1.695 2.921 -2.542
H -0.375 3.814 -3.401
H -0.616 3.857 -1.534
O -1.167 -1.060 -1.632
S -2.110 -1.279 -2.721
O -2.517 -0.023 -3.402
O -1.245 -2.348 -3.724
C -1.904 -2.750 -4.914
C -1.292 -4.124 -5.346
C -3.520 -2.357 -2.291
H -1.640 -1.955 -5.611
H -2.964 -2.930 -4.731
H -1.820 -4.976 -4.920
H -0.232 -4.286 -5.151
H -1.456 -4.330 -6.404
H -4.134 -1.777 -1.603
H -3.195 -3.293 -1.836
H -4.174 -2.446 -3.158
O 0.761 2.104 1.172
S 0.458 3.474 1.590
O 0.286 4.474 0.534
O -0.911 3.360 2.440
C -1.681 4.500 2.663
C -1.768 4.820 4.178
C 1.587 4.043 3.007
H -2.687 4.218 2.352
H -1.341 5.317 2.027
H -2.191 4.000 4.758
H -2.482 5.643 4.211
H -0.800 5.185 4.523
H 2.649 3.980 2.772
H 1.496 3.277 3.777
H 1.211 4.985 3.406
O 4.522 -0.548 1.049
S 3.415 0.447 0.945
O 2.054 0.011 0.477
O 3.256 1.311 2.359
C 4.493 1.605 2.993
C 4.807 0.454 3.993
C 4.024 1.762 -0.164
H 4.395 2.529 3.564
H 5.336 1.810 2.333
H 5.732 0.701 4.515
H 4.994 -0.574 3.683
H 4.042 0.318 4.757
H 3.251 2.528 -0.224
H 4.283 1.321 -1.126
H 4.888 2.206 0.331
O -1.624 0.538 0.473
S -2.741 1.499 0.359
O -2.446 2.922 0.101
O -3.809 0.951 -0.820
C -4.748 1.884 -1.304
C -5.950 1.124 -1.893
C -3.845 1.531 1.832
H -4.193 2.527 -1.988
H -5.027 2.501 -0.450
H -6.478 0.373 -1.306
H -5.474 0.578 -2.708
H -6.731 1.748 -2.326
H -3.348 1.623 2.798
H -4.456 0.629 1.791
H -4.497 2.399 1.732
O 1.369 -1.141 -1.871
S 2.415 -1.453 -2.851
O 3.124 -0.369 -3.567
O 3.549 -2.507 -2.071
C 4.857 -2.382 -2.551
C 5.722 -3.652 -2.217
C 1.869 -2.610 -4.139
H 5.165 -1.490 -2.005
H 4.907 -2.183 -3.622
H 6.762 -3.366 -2.372
H 5.618 -4.424 -2.980
H 5.600 -4.067 -1.216
H 2.669 -2.651 -4.878
H 0.993 -2.193 -4.635
H 1.585 -3.566 -3.697
```

HOMO level (spin up / spin down) (eV): -13.02 / -13.04
Largest force on an atom (eV/A): 11.85
⟨S²⟩: 3.797
Charge: +1
Energy relative to the best compared isomer or geometry (same formula, charge and spin) (kcal per mole): 1.75
2S+1: 4
LUMO level (spin up / spin down) (eV): -6.468 / -5.011

Atom charges from the Löwdin analysis, given in e for atoms 1 to 2:
1. Cr 1.14
2. P 0.19

***

No. 2
Formula: C4H8O2
Source: the Open Molecules 2025 dataset
Level of theory: ωB97M-V/def2-TZVPD

Geometry as XYZ:
```
14
C4H8O2, DFT ωB97M-V/def2-TZVPD
C 1.953 0.042 -0.023
C 0.564 0.754 0.096
O 0.523 1.944 -0.141
C -0.956 0.112 0.496
C -1.148 -1.088 -0.374
O -1.896 1.103 0.210
H 2.072 -0.651 0.810
H 2.099 -0.544 -0.945
H 2.798 0.758 0.012
H -1.128 -0.210 1.549
H -1.063 -0.788 -1.428
H -0.352 -1.796 -0.110
H -2.148 -1.483 -0.125
H -1.317 1.847 -0.027
```

HOMO level (eV): -10.08
Largest force on an atom (eV/A): 1.54
Charge: 0
Energy relative to the best compared isomer or geometry (same formula, charge and spin) (kcal per mole): 31.74
LUMO level (eV): 0.872

Atom charges from the Löwdin analysis, given in e for atoms 1 to 2:
1. C -0.01
2. C -0.28

***

No. 3
Formula: C40H58BFN8O2S4Se3SmTe
Source: the Open Molecules 2025 dataset
Level of theory: ωB97M-V/def2-TZVPD

Geometry as XYZ:
```
119
C40H58BFN8O2S4Se3SmTe, DFT ωB97M-V/def2-TZVPD
Sm -4.783 0.724 -1.554
C -0.643 3.935 -1.419
C 0.655 3.196 -1.200
C 1.749 3.811 -0.579
C 2.922 3.116 -0.331
N 3.096 1.838 -0.701
N 2.063 1.294 -1.420
B 2.390 -0.268 -1.630
N 2.101 -1.081 -0.395
N 1.529 -0.314 0.628
C 0.870 -0.848 1.631
C 0.931 -2.213 1.775
C 1.649 -3.013 0.908
C 1.796 -4.522 1.114
C 2.158 -2.479 -0.326
S 2.626 -3.470 -1.626
C 0.324 0.069 2.755
C -0.094 1.430 2.118
C -0.982 -0.606 3.309
C 1.360 0.091 3.885
N 3.771 -0.620 -2.217
N 4.906 -0.835 -1.588
C 5.965 -1.195 -2.316
C 5.887 -1.157 -3.759
C 4.645 -1.043 -4.329
C 4.378 -1.065 -5.812
C 3.560 -0.811 -3.522
S 1.798 -0.664 -3.599
C 7.205 -1.660 -1.560
C 8.443 -0.998 -2.227
C 7.242 -3.221 -1.721
C 7.214 -1.079 -0.143
C 0.834 1.821 -1.625
S -0.363 0.821 -2.271
C 4.061 3.716 0.434
C 4.214 5.211 0.055
C 3.772 3.555 1.995
C 5.377 3.065 0.075
H -1.317 3.317 -2.030
H -0.476 4.883 -1.986
H -1.150 4.026 -0.429
H 1.565 4.909 -0.359
H 0.307 -2.758 2.550
H 1.477 -4.961 0.172
H 1.211 -4.949 1.941
H 2.863 -4.824 1.186
H -0.596 1.203 1.149
H 0.742 2.113 1.928
H -0.863 1.970 2.726
H -1.542 -1.058 2.489
H -1.629 0.147 3.779
H -0.701 -1.416 3.925
H 2.159 0.759 3.631
H 1.905 -0.864 3.998
H 0.824 0.451 4.803
H 6.753 -1.236 -4.434
H 5.136 -1.592 -6.451
H 4.578 -0.017 -6.102
H 3.350 -1.406 -6.061
H 8.452 -1.252 -3.286
H 9.374 -1.326 -1.779
H 8.391 0.109 -2.108
H 7.150 -3.482 -2.787
H 6.401 -3.659 -1.222
H 8.205 -3.568 -1.375
H 7.407 0.040 0.014
H 8.116 -1.486 0.339
H 6.333 -1.334 0.384
H 3.250 5.784 0.161
H 4.615 5.291 -0.964
H 4.899 5.725 0.749
H 2.711 3.801 2.142
H 4.427 4.245 2.546
H 3.958 2.475 2.232
H 5.594 3.025 -1.030
H 5.341 1.989 0.379
H 6.275 3.612 0.447
Se -3.906 3.279 -2.903
Se -4.967 2.535 -4.836
Te -5.238 -0.023 -5.043
Se -3.262 -0.544 -3.734
F -6.826 0.599 -1.667
C -5.362 -6.153 3.214
C -5.120 -4.840 2.518
C -4.327 -4.768 1.369
C -4.063 -3.636 0.687
C -2.942 -3.570 -0.258
C -4.937 -2.513 0.985
C -5.996 -2.732 1.889
C -7.336 -1.963 1.837
C -5.932 -3.751 2.778
C -4.668 -1.158 0.430
O -5.221 -0.079 0.781
O -3.967 -1.244 -0.706
H -5.993 -6.736 2.520
H -5.936 -6.014 4.121
H -4.441 -6.723 3.454
H -3.783 -5.676 1.111
H -2.233 -4.345 -0.054
H -2.432 -2.659 -0.170
H -3.202 -3.682 -1.323
H -7.197 -0.904 1.723
H -7.716 -2.092 2.880
H -8.002 -2.414 1.139
H -6.517 -3.760 3.692
C -8.246 2.566 0.888
N -6.779 2.405 0.697
C -5.859 3.334 0.358
S -4.184 2.994 0.258
N -6.145 4.658 0.217
C -7.263 5.355 0.868
H -8.557 1.781 1.588
H -8.703 2.398 -0.110
H -8.401 3.578 1.190
H -6.376 1.507 0.861
H -5.460 5.123 -0.372
H -8.226 4.947 0.591
H -7.218 6.348 0.439
H -7.183 5.359 2.015
```

HOMO level (spin up / spin down) (eV): -2.95 / -2.95
Largest force on an atom (eV/A): 3.96
⟨S²⟩: 8.761
Charge: -1
2S+1: 6
LUMO level (spin up / spin down) (eV): 1.385 / 1.385

Atom charges from the Löwdin analysis, given in e for atoms 1 to 2:
1. Sm 1.04
2. C -0.08

***

No. 4
Formula: C25H23BrN4RuS2Si
Source: the Open Molecules 2025 dataset
Level of theory: ωB97M-V/def2-TZVPD

Geometry as XYZ:
```
57
C25H23BrN4RuS2Si, DFT ωB97M-V/def2-TZVPD
Ru -0.379 0.291 0.437
C 2.101 0.472 -4.426
S 2.944 -0.222 -3.001
C 1.703 -0.344 -1.814
S 0.091 0.150 -2.073
N 2.159 -0.964 -0.707
N 1.368 -0.871 0.347
C 1.297 -2.061 1.091
C -0.005 -2.467 1.387
C -0.314 -3.667 2.059
C -1.627 -4.050 2.193
C -2.634 -3.245 1.660
C -2.280 -2.046 1.069
N -1.020 -1.639 0.948
H 2.857 0.511 -5.209
H 1.732 1.474 -4.222
H 1.286 -0.173 -4.741
H 2.182 -2.637 1.317
H 0.493 -4.271 2.448
H -1.876 -4.971 2.701
H -3.674 -3.522 1.728
H -3.036 -1.364 0.696
C -2.584 -1.862 5.540
C -1.284 -1.525 5.190
C -1.057 -0.617 4.169
C -2.117 -0.025 3.476
C -3.417 -0.381 3.843
C -3.651 -1.290 4.865
Si -1.860 1.267 2.150
C -1.132 2.830 2.875
C -1.795 4.049 2.716
C -1.297 5.216 3.277
C -0.122 5.186 4.010
C 0.554 3.985 4.185
C 0.051 2.824 3.622
H -2.765 -2.563 6.344
H -0.448 -1.964 5.719
H -0.030 -0.372 3.912
H -4.263 0.061 3.329
H -4.666 -1.543 5.139
H -3.191 1.609 1.578
H -2.719 4.090 2.151
H -1.833 6.147 3.150
H 0.263 6.093 4.456
H 1.467 3.954 4.763
H 0.593 1.896 3.781
Br 3.824 4.012 1.785
C 2.183 3.749 0.921
C 1.466 4.807 0.390
C 0.258 4.534 -0.237
C -0.203 3.237 -0.277
N 0.489 2.221 0.260
C 1.668 2.466 0.830
H 1.841 5.817 0.465
H -0.331 5.325 -0.677
H -1.145 2.983 -0.748
H 2.207 1.613 1.229
```

HOMO level (spin up / spin down) (eV): -9.88 / -11.40
Largest force on an atom (eV/A): 0.52
⟨S²⟩: 8.792
Charge: +1
2S+1: 6
LUMO level (spin up / spin down) (eV): -2.739 / -5.262

Atom charges from the Löwdin analysis, given in e for atoms 1 to 2:
1. Ru 0.96
2. C -0.41